Formula: CH5NOP
Source: OMol25
Level of theory: ωB97M-V with the def2-TZVPD basis set

Results
HOMO = -1.45 eV
Energy above the lowest of the compared OMol25 structures with the same formula, charge and spin = 320.8 kJ/mol
HOMO-LUMO gap = 5.96 eV

The geometry in ORCA input format:
```
! RIJCOSX wB97M-V def2-TZVPD def2/J DEFGRID3
* xyz -1 1
C 0.565 0.098 0.498
N 1.626 -0.241 -0.466
O 2.839 -0.181 0.225
P -1.163 -0.532 0.185
H 0.540 1.204 0.644
H 0.784 -0.256 1.441
H 1.517 -1.260 -0.664
H -1.237 -1.659 1.157
H -0.793 -1.375 -0.914
*
```